Entry 1:
46
Properties=species:S:1:pos:R:3:mulliken_charge:R:1 method="wB97M-V/def2-TZVPD" e_homo_ev=-7.060 de_lowest_kcal_mol=20.41 orbital_gap_ev=6.3
Au 0.448 -0.446 -0.045 1.125
C 0.225 2.924 0.137 -1.213
C -1.208 2.472 0.129 0.597
C -2.260 3.407 0.015 -0.807
C -3.544 2.956 -0.025 -0.877
C -3.813 1.570 0.009 1.107
C -5.127 1.063 -0.072 -0.802
C -5.322 -0.289 -0.088 -0.649
C -4.229 -1.169 -0.026 -0.486
C -2.926 -0.722 0.084 0.748
S -1.649 -1.918 0.171 -0.519
C -2.703 0.693 0.113 -0.733
N -1.439 1.181 0.208 0.330
H 0.297 4.006 0.232 0.465
H 0.697 2.624 -0.801 0.190
H 0.772 2.447 0.951 0.137
H -2.036 4.464 -0.029 0.416
H -4.377 3.646 -0.099 0.390
H -5.957 1.754 -0.140 0.354
H -6.323 -0.694 -0.160 0.370
H -4.398 -2.237 -0.071 0.416
N -0.075 -0.434 4.148 -0.048
C 1.193 0.096 4.227 -0.574
C 1.643 0.161 2.949 -0.458
N 0.670 -0.322 2.103 0.124
C -0.353 -0.670 2.855 -0.224
H -0.694 -0.621 4.918 0.202
H 1.650 0.368 5.160 0.408
H 2.593 0.515 2.590 0.443
H -1.269 -1.104 2.480 0.329
C 2.840 -0.353 -0.189 -1.796
C 3.239 -1.241 -1.265 0.876
C 3.665 -2.544 -0.984 -0.415
C 4.071 -3.398 -1.994 -0.565
C 4.013 -2.986 -3.317 -0.376
C 3.570 -1.703 -3.615 -0.647
C 3.199 -0.839 -2.606 -0.183
H 2.793 0.712 -0.377 0.642
H 3.046 -0.662 0.827 0.459
H 3.685 -2.868 0.051 0.322
H 4.426 -4.393 -1.756 0.372
H 4.308 -3.659 -4.111 0.375
H 3.508 -1.382 -4.647 0.371
H 2.857 0.161 -2.840 0.400
N 0.031 -0.208 -3.110 -0.666
C 0.267 -0.358 -1.991 0.073

---

Entry 2:
126
Properties=species:S:1:pos:R:3:mulliken_charge:R:1 method="wB97M-V/def2-TZVPD" e_homo_ev=-11.535 orbital_gap_ev=5.5 total_charge=+1
F 0.359 0.080 -0.779 -0.247
C -0.438 0.212 -2.056 0.415
F -1.450 -0.879 -1.999 -0.162
F 0.546 0.087 -3.155 -0.197
C -1.123 1.736 -1.952 0.602
F -2.218 1.568 -0.924 -0.157
F -0.026 2.617 -1.484 -0.257
C -1.865 2.206 -3.329 0.490
F -0.964 2.187 -4.544 -0.264
F -2.868 1.111 -3.628 -0.254
C -2.713 3.580 -3.293 0.618
F -4.115 3.223 -2.863 -0.251
F -2.867 4.063 -4.715 -0.258
C -2.219 4.793 -2.344 0.520
F -3.292 5.857 -2.467 -0.299
F -2.192 4.501 -0.875 -0.247
C -0.846 5.586 -2.867 0.511
F -1.363 6.509 -3.947 -0.285
F 0.134 4.707 -3.536 -0.225
C -0.063 6.369 -1.660 0.830
F -1.003 7.211 -0.839 -0.273
F 0.579 5.425 -0.669 -0.257
C 1.156 7.362 -2.149 0.399
F 1.517 8.176 -0.926 -0.304
F 0.782 8.345 -3.189 -0.244
C 2.536 6.497 -2.510 0.325
C 2.929 6.093 -4.084 -0.132
C 4.306 5.165 -4.275 -0.301
C 5.067 4.808 -2.829 -0.224
N 4.615 5.276 -1.492 -0.844
N 3.471 6.011 -1.428 0.415
H 2.301 6.416 -5.016 0.390
H 4.696 4.766 -5.302 0.367
H 6.053 4.134 -2.875 0.418
H 3.171 6.295 -0.444 0.336
C 3.547 -2.912 -1.382 -1.535
C 4.557 -1.785 -1.460 0.778
C 3.961 -0.448 -1.781 -0.257
O 5.059 0.237 -2.359 -0.313
C 5.857 -0.723 -2.922 0.584
O 6.796 -0.495 -3.662 -0.584
O 5.451 -1.974 -2.545 -0.373
H 3.018 -2.894 -0.424 0.368
H 2.804 -2.840 -2.183 0.457
H 4.041 -3.883 -1.496 0.320
H 5.154 -1.753 -0.540 0.026
H 3.598 0.078 -0.893 0.348
H 3.157 -0.493 -2.524 0.120
C 3.435 12.705 -5.179 -1.442
C 3.339 11.197 -5.062 0.577
C 3.887 10.645 -3.781 -0.516
O 4.223 9.317 -4.150 -0.247
C 4.504 9.350 -5.489 0.623
O 5.004 8.432 -6.113 -0.556
O 4.154 10.557 -6.030 -0.339
H 2.640 13.191 -4.604 0.379
H 4.397 13.075 -4.810 0.348
H 3.357 13.018 -6.225 0.364
H 2.304 10.874 -5.234 0.234
H 3.155 10.650 -2.970 0.304
H 4.801 11.147 -3.443 0.302
C -4.691 1.068 0.989 -1.436
C -5.565 0.069 1.721 0.560
C -5.049 -0.321 3.073 -0.530
O -5.640 -1.596 3.261 -0.183
C -5.821 -2.122 2.009 0.581
O -6.138 -3.276 1.784 -0.556
O -5.590 -1.178 1.047 -0.348
H -4.857 2.081 1.367 0.434
H -3.628 0.830 1.104 0.260
H -4.904 1.052 -0.086 0.334
H -6.596 0.441 1.771 0.252
H -5.360 0.371 3.861 0.343
H -3.960 -0.440 3.109 0.302
C 7.264 -6.608 0.176 -1.524
C 7.072 -5.105 0.218 0.728
C 8.272 -4.347 0.698 -0.526
O 7.691 -3.153 1.194 -0.313
C 6.423 -3.481 1.593 0.696
O 5.690 -2.751 2.235 -0.573
O 6.093 -4.742 1.177 -0.351
H 7.831 -6.903 -0.712 0.392
H 7.801 -6.968 1.060 0.338
H 6.296 -7.121 0.164 0.379
H 6.728 -4.745 -0.760 0.165
H 8.984 -4.129 -0.103 0.326
H 8.800 -4.839 1.523 0.309
C -4.863 -5.561 -3.323 -1.458
C -3.749 -4.672 -2.806 0.507
C -3.424 -3.514 -3.699 -0.511
O -2.078 -3.236 -3.348 -0.218
C -1.541 -4.420 -2.920 0.630
O -0.357 -4.605 -2.709 -0.569
O -2.515 -5.369 -2.769 -0.348
H -5.841 -5.110 -3.130 0.375
H -4.771 -5.730 -4.401 0.346
H -4.826 -6.545 -2.844 0.365
H -3.976 -4.345 -1.783 0.297
H -4.061 -2.645 -3.515 0.327
H -3.454 -3.761 -4.766 0.277
C -5.797 -3.342 6.558 -1.120
C -4.606 -2.635 7.175 0.563
C -3.347 -3.448 7.182 -0.030
O -2.628 -2.873 8.261 -0.367
C -3.567 -2.376 9.125 0.540
O -3.327 -1.971 10.248 -0.560
O -4.812 -2.401 8.558 -0.406
H -5.744 -3.311 5.465 0.275
H -5.843 -4.392 6.867 0.195
H -6.733 -2.876 6.881 0.395
H -4.458 -1.661 6.692 0.125
H -2.782 -3.363 6.250 0.385
H -3.511 -4.508 7.407 -0.034
C -2.386 -9.835 7.002 -1.457
C -2.882 -8.407 7.113 0.505
C -4.335 -8.288 7.464 -0.527
O -4.663 -7.012 6.941 -0.249
C -3.811 -6.796 5.891 0.634
O -3.917 -5.885 5.091 -0.511
O -2.829 -7.748 5.859 -0.356
H -2.204 -10.262 7.992 0.382
H -3.112 -10.471 6.484 0.335
H -1.459 -9.878 6.421 0.359
H -2.248 -7.845 7.811 0.279
H -4.515 -8.325 8.542 0.304
H -4.968 -9.033 6.969 0.335

---

Entry 3:
44
Properties=species:S:1:pos:R:3:mulliken_charge:R:1 method="wB97M-V/def2-TZVPD" e_homo_ev=-9.156 de_lowest_kcal_mol=82.65 smiles=C[C@H](O)CN.O.O.O.O.O.O.O.O.O.O orbital_gap_ev=9.3
C 2.573 2.043 -1.919 -1.587
C 2.092 1.156 -0.728 0.374
O 0.993 0.335 -1.063 -0.372
C 1.701 2.178 0.361 -0.832
N 0.266 2.367 0.520 -0.172
H 1.782 2.693 -2.241 0.330
H 3.312 2.744 -1.528 0.468
H 3.117 1.503 -2.694 0.339
H 2.879 0.422 -0.574 0.454
H 0.164 0.824 -1.184 0.062
H 2.073 1.873 1.375 0.189
H 2.117 3.179 0.270 0.560
H 0.002 3.282 0.851 0.232
H -0.159 1.626 1.042 -0.096
O -1.247 1.886 -2.394 -0.608
H -0.873 2.527 -1.767 0.292
H -2.168 2.122 -2.509 0.281
O 2.513 -2.316 -1.403 -0.518
H 3.243 -2.637 -0.854 0.281
H 3.058 -1.767 -1.985 0.269
O -2.527 -2.928 0.263 -0.710
H -1.958 -3.658 0.526 0.266
H -1.809 -2.406 -0.157 0.294
O 0.189 -0.659 2.452 -0.716
H 0.941 -0.482 1.874 0.248
H 0.502 -1.238 3.160 0.299
O -3.044 2.120 1.818 -0.603
H -3.174 1.806 0.907 0.279
H -2.838 3.037 1.575 0.292
O -0.571 1.828 2.982 -0.653
H -1.448 1.444 3.103 0.302
H 0.020 1.050 2.901 0.425
O 0.097 -2.190 -0.253 -0.252
H 0.303 -1.265 -0.487 0.335
H 0.340 -2.808 -0.945 0.204
O 0.033 -3.575 2.339 -0.661
H 0.060 -2.937 1.592 0.388
H -0.855 -3.934 2.289 0.302
O -1.792 -2.705 -2.464 -0.571
H -1.683 -1.746 -2.436 0.295
H -1.707 -2.919 -3.398 0.294
O -2.352 -0.348 0.080 -0.628
H -1.401 -0.414 0.186 0.246
H -2.763 -1.113 0.516 0.383

---

Entry 4:
22
Properties=species:S:1:pos:R:3:mulliken_charge:R:1 method="wB97M-V/def2-TZVPD" e_homo_ev=-4.965 de_lowest_kcal_mol=88.07 orbital_gap_ev=8.1 total_charge=-1
C 0.048 -0.662 0.072 0.174
C 1.938 1.821 0.264 0.669
C 2.261 -1.683 -0.150 -1.024
C 1.878 0.399 1.215 -1.041
N -3.056 1.280 -1.590 -0.485
N 1.376 -0.667 0.334 0.292
N -0.805 0.323 0.309 -0.352
O 0.924 2.507 0.266 -0.710
O -3.285 -0.870 1.457 -0.702
O 2.967 1.911 -0.386 -0.676
O -2.700 -1.514 -0.887 -0.663
O -3.452 0.887 -0.286 -0.267
P -2.730 -0.484 0.177 0.902
H -0.490 -1.550 -0.487 0.278
H 2.571 -2.317 0.772 0.294
H 1.717 -2.053 -1.011 0.349
H 3.111 -1.098 -0.565 0.334
H 1.235 0.651 1.990 0.466
H 2.908 0.393 1.653 0.338
H -2.158 0.821 -1.640 0.321
H -3.706 0.715 -2.131 0.277
H -0.552 1.192 0.625 0.223

---

Entry 5:
27
Properties=species:S:1:pos:R:3:mulliken_charge:R:1 method="wB97M-V/def2-TZVPD" e_homo_ev=-4.472 de_lowest_kcal_mol=155.57 orbital_gap_ev=7.7 total_charge=-1
Ta -2.497 -1.184 0.394 0.764
C -1.486 0.887 0.094 -1.001
C -0.772 1.504 1.434 -0.397
C 0.713 0.899 1.774 -0.340
C 1.860 1.195 0.637 -0.594
N 1.771 0.287 -0.570 0.279
C 1.743 0.714 -2.039 -0.345
C 1.592 -0.692 -2.891 -0.401
C 1.523 -1.915 -1.801 -0.358
C 1.653 -1.202 -0.330 -0.204
H -2.876 -1.273 -1.438 -0.256
H -4.125 -0.338 0.645 -0.146
H -2.128 -1.152 2.205 -0.315
H -0.952 -2.133 0.044 -0.296
H -3.391 -2.817 0.561 -0.172
H -0.796 0.836 -0.857 0.104
H -2.364 1.643 -0.192 0.220
H -1.467 1.230 2.365 0.199
H -0.736 2.675 1.358 0.291
H 1.084 1.449 2.766 0.290
H 0.635 -0.251 2.087 0.169
H 2.917 1.142 1.189 0.230
H 1.761 2.332 0.294 0.245
H 1.796 1.789 -2.521 0.260
H 1.501 -0.847 -4.047 0.272
H 1.390 -3.073 -1.909 0.272
H 1.651 -1.705 0.749 0.229

---

Entry 6:
25
Properties=species:S:1:pos:R:3:mulliken_charge:R:1 method="wB97M-V/def2-TZVPD" e_homo_ev=-8.174 de_lowest_kcal_mol=74.51 orbital_gap_ev=8.9
N -1.010 1.233 -2.506 -0.549
C -0.278 1.182 -1.349 0.632
N 0.167 0.174 -0.793 -0.413
C -0.087 -1.159 -1.451 -1.245
C 0.492 -2.379 -0.690 -0.640
C -0.355 -2.594 0.518 -0.633
C -0.915 -1.226 1.250 -0.641
C 0.132 -0.322 1.837 0.766
O -0.018 0.869 1.947 -0.644
O 1.413 -0.938 2.150 -0.473
N -0.134 2.550 -0.917 -0.376
O 0.648 2.593 0.185 -0.468
H -1.184 0.297 -2.875 0.229
H -1.861 1.843 -2.637 0.257
H 0.396 -0.995 -2.411 0.641
H -1.167 -1.254 -1.622 0.524
H 0.509 -3.345 -1.220 0.373
H 1.557 -2.226 -0.425 0.279
H -1.165 -3.225 0.150 0.373
H 0.236 -2.996 1.500 0.213
H -1.679 -1.406 2.006 0.487
H -1.435 -0.501 0.524 0.194
H 1.888 -0.175 2.454 0.339
H 0.348 3.163 -1.705 0.302
H 0.117 1.920 0.826 0.471

---

Entry 7:
7
Properties=species:S:1:pos:R:3:mulliken_charge:R:1 method="wB97M-V/def2-TZVPD" e_homo_ev="-10.676 / -10.679" de_lowest_kcal_mol=105.67 orbital_gap_ev="7.3 / 7.3"
C 0.503 -0.210 -0.366 -0.214
F 1.626 0.643 -0.600 -0.281
F -1.907 -1.458 0.634 -0.636
F -0.342 1.719 1.134 -0.173
P -0.922 1.075 -0.225 0.691
H 0.489 -0.880 0.616 0.278
H 0.553 -0.889 -1.193 0.335

---

Entry 8:
36
Properties=species:S:1:pos:R:3:mulliken_charge:R:1 method="wB97M-V/def2-TZVPD" e_homo_ev="-7.121 / -7.631" de_lowest_kcal_mol=1.17 orbital_gap_ev="6.5 / 5.3" multiplicity=5
Pt -0.453 -0.871 -0.715 2.175
S 1.082 -1.496 3.429 -0.265
C -0.571 -1.102 3.603 -0.452
C -1.184 -0.861 2.408 -0.806
C -0.296 -0.990 1.306 -0.894
C 0.963 -1.334 1.724 0.827
C 2.003 -1.567 0.751 0.795
C 3.334 -1.868 1.028 -0.997
C 4.213 -2.062 -0.016 -0.367
C 3.759 -1.956 -1.325 -0.863
C 2.432 -1.653 -1.538 0.001
N 1.578 -1.464 -0.529 -0.243
H -1.012 -1.073 4.586 0.472
H -2.231 -0.606 2.327 0.273
H 3.659 -1.939 2.056 0.402
H 5.251 -2.292 0.185 0.422
H 4.417 -2.102 -2.169 0.423
H 2.023 -1.551 -2.534 0.236
Se -0.525 -0.951 -3.256 -0.237
Se -1.394 0.944 -4.082 -0.391
Te -4.343 -1.776 -0.528 0.198
Se -2.742 0.031 -0.604 -0.255
S 0.898 1.444 -0.575 -0.245
C -0.231 2.683 -0.379 0.323
N -1.188 2.858 -1.336 0.390
C -2.152 3.785 -1.257 0.052
C -2.175 4.628 -0.187 -0.728
C -1.143 4.451 0.751 -0.001
N -0.213 3.529 0.674 -0.521
H -1.152 2.247 -2.174 -0.195
H -2.861 3.800 -2.074 0.403
H -2.929 5.391 -0.078 0.400
H -1.085 5.106 1.614 0.416
S -3.092 -4.525 0.173 -0.405
C -1.782 -3.714 -0.418 0.205
N -0.858 -3.146 -0.841 -0.547

---

Entry 9:
13
Properties=species:S:1:pos:R:3:mulliken_charge:R:1 method="wB97M-V/def2-TZVPD" e_homo_ev="-8.374 / -8.035" de_lowest_kcal_mol=87.40 orbital_gap_ev="7.6 / 8.1"
C 1.792 0.179 -1.364 -0.357
C -1.816 -1.113 0.398 -0.787
C 1.579 0.074 -0.080 -0.290
C -1.055 -0.248 1.075 0.841
C -0.702 1.055 0.699 -0.860
F -0.444 -0.741 2.133 -0.283
I -1.008 1.953 -1.103 0.144
H 2.848 0.096 -1.903 0.175
H 0.950 0.376 -1.960 0.156
H -2.021 -2.129 0.657 0.322
H -2.305 -0.810 -0.654 0.102
H 2.042 -0.267 0.848 0.330
H 0.141 1.577 1.256 0.506

---

Entry 10:
64
Properties=species:S:1:pos:R:3:mulliken_charge:R:1 method="wB97M-V/def2-TZVPD" e_homo_ev="-17.398 / -17.415" de_lowest_kcal_mol=11.72 orbital_gap_ev="8.6 / 6.1" total_charge=+3 multiplicity=5
Ir 0.089 -0.014 0.008 1.985
C -0.365 1.654 -2.727 -1.259
C -1.841 1.266 -2.642 -1.096
C -2.132 -0.194 -2.431 0.629
C -3.026 -0.826 -3.298 -1.022
C -3.435 -2.122 -3.044 -0.523
C -2.934 -2.765 -1.921 -1.025
C -2.007 -2.101 -1.141 -0.196
N -1.602 -0.855 -1.399 0.290
N 0.369 1.910 -1.471 0.846
C -0.156 3.054 -0.698 -1.258
C -1.366 2.755 0.148 0.393
C -2.194 3.790 0.577 -1.141
C -3.323 3.488 1.319 -0.629
C -3.610 2.157 1.599 -0.979
C -2.715 1.188 1.178 -0.423
N -1.608 1.490 0.499 0.778
C 1.781 2.148 -1.837 -1.507
C 2.688 1.002 -1.484 0.890
C 3.890 0.806 -2.156 -0.930
C 4.800 -0.108 -1.653 -0.438
C 4.496 -0.768 -0.470 -0.996
C 3.256 -0.559 0.105 -0.057
N 2.357 0.279 -0.411 0.098
H -0.316 2.560 -3.345 0.528
H 0.170 0.860 -3.255 0.568
H -2.296 1.560 -3.590 0.550
H -2.358 1.831 -1.866 0.387
H -3.401 -0.289 -4.155 0.523
H -4.144 -2.612 -3.696 0.455
H -3.244 -3.763 -1.655 0.491
H -1.584 -2.591 -0.274 0.456
H -0.387 3.897 -1.365 0.510
H 0.629 3.394 -0.012 0.602
H -1.957 4.811 0.324 0.578
H -3.982 4.275 1.653 0.468
H -4.506 1.877 2.129 0.502
H -2.896 0.139 1.376 0.428
H 2.173 3.011 -1.287 0.490
H 1.884 2.393 -2.899 0.467
H 4.109 1.372 -3.047 0.488
H 5.738 -0.280 -2.158 0.486
H 5.200 -1.439 -0.008 0.487
H 2.984 -1.063 1.019 0.472
Br 0.383 -1.295 6.871 -0.023
C 0.307 -0.921 5.016 -0.329
C -0.008 0.358 4.556 -0.895
C -0.065 0.563 3.192 -0.181
N 0.164 -0.392 2.295 0.087
C 0.496 -1.627 2.721 0.907
C 0.569 -1.919 4.078 -0.950
C 0.812 -2.624 1.682 0.535
C 1.208 -3.924 1.983 -0.656
C 1.563 -4.789 0.949 -0.628
Br 2.101 -6.568 1.322 -0.031
C 1.531 -4.316 -0.364 -0.800
C 1.098 -3.022 -0.576 -0.505
N 0.735 -2.205 0.407 0.989
H -0.194 1.168 5.244 0.482
H -0.305 1.545 2.809 0.475
H 0.828 -2.905 4.428 0.542
H 1.247 -4.275 3.000 0.616
H 1.828 -4.943 -1.189 0.520
H 1.045 -2.623 -1.579 0.478